Entry from the OMol25 dataset: an isolated molecule of C4H5NO2 in a non-equilibrium geometry (the ωB97M-V functional and the def2-TZVPD basis).

Computed properties:
Frontier orbital gap ... 10.5 eV
SMILES ... C#CCN(O)C=O
Total energy ... -9809.6513 eV
Multiplicity ... 1

Each line ends with the Mulliken charge.
Element x y z (Å)
C (0.24, -0.13, 0.86)  -0.4519
C (1.47, -0.16, -0.05)  -0.3694
C (2.56, -0.41, -0.59)  -0.0533
C (-1.64, -0.46, -0.48)  0.1050
H (-1.11, 2.25, 0.19)  0.3836
H (0.37, 0.43, 1.84)  0.3024
H (0.07, -1.23, 0.99)  0.2736
H (3.55, -0.80, -1.07)  0.3532
H (-2.43, 0.04, -1.05)  0.3529
N (-0.90, 0.45, 0.15)  0.0466
O (-0.64, 1.68, -0.50)  -0.3810
O (-1.55, -1.66, -0.28)  -0.5618

---

Entry from the OMol25 dataset: a structure of composition C43H47N9O10SZr in a non-equilibrium geometry (the ωB97M-V functional and the def2-TZVPD basis).

Computed properties:
Frontier orbital gap ... 7.2 eV
Total energy ... -91358.9167 eV
Multiplicity ... 1

Each line ends with the Mulliken charge.
Element x y z (Å)
Zr (-0.65, -0.40, 0.01)  -1.6924
C (0.00, -4.17, 2.18)  -0.5940
O (0.58, -3.66, 3.37)  -0.5053
C (0.43, -2.36, 3.73)  0.0040
C (0.95, -2.07, 4.98)  -0.8568
C (0.83, -0.81, 5.56)  -0.9502
C (0.17, 0.18, 4.88)  -0.6742
C (-0.32, -0.06, 3.58)  0.9330
C (-1.16, 0.91, 2.95)  -1.1114
N (-1.42, 0.85, 1.69)  1.7643
N (-2.48, 1.59, 1.23)  -1.2800
C (-3.09, 0.96, 0.25)  0.8213
O (-2.73, -0.23, -0.12)  -0.5474
C (-4.24, 1.65, -0.36)  0.2659
C (-4.64, 2.90, 0.12)  -0.3214
C (-5.69, 3.57, -0.48)  -0.7908
C (-6.35, 3.01, -1.56)  -0.4409
C (-5.96, 1.78, -2.04)  -0.8245
C (-4.91, 1.10, -1.45)  0.3998
C (-0.16, -1.33, 2.94)  1.3228
O (-0.59, -1.52, 1.72)  -0.6629
H (0.03, -5.26, 2.29)  0.3797
H (-1.04, -3.84, 2.06)  0.2366
H (0.57, -3.87, 1.30)  0.1465
H (1.42, -2.87, 5.52)  0.5120
H (1.22, -0.63, 6.56)  0.4398
H (0.01, 1.15, 5.32)  0.5934
H (-1.71, 1.61, 3.59)  0.4164
H (-4.12, 3.31, 0.97)  0.4643
H (-5.99, 4.54, -0.11)  0.4043
H (-7.18, 3.54, -2.01)  0.4000
H (-6.47, 1.35, -2.89)  0.4166
H (-4.58, 0.16, -1.85)  0.0788
C (2.56, -1.49, -1.57)  -0.6648
N (1.41, -0.61, -1.43)  0.4962
C (1.12, 0.19, -2.40)  0.0105
C (0.17, 1.23, -2.24)  -0.4209
C (-0.23, 2.21, -3.16)  -1.1200
C (-1.04, 3.10, -2.46)  -1.4172
C (-1.08, 2.63, -1.15)  -0.5419
N (-0.37, 1.50, -0.99)  1.8033
C (2.79, -2.14, -2.92)  -0.2168
C (3.98, -2.00, -3.62)  -0.5823
C (4.20, -2.72, -4.78)  -0.6923
C (3.24, -3.59, -5.26)  -0.5763
C (2.03, -3.71, -4.59)  -0.6851
C (1.82, -2.99, -3.43)  0.5878
H (2.44, -2.30, -0.84)  0.2117
H (3.46, -0.93, -1.29)  0.4125
H (1.65, 0.15, -3.37)  0.3549
H (0.03, 2.25, -4.20)  0.5496
H (-1.54, 3.96, -2.85)  0.4767
H (-1.56, 3.12, -0.31)  0.8237
H (4.75, -1.34, -3.25)  0.4443
H (5.14, -2.62, -5.30)  0.3925
H (3.42, -4.18, -6.15)  0.4087
H (1.27, -4.38, -4.96)  0.4954
H (0.89, -3.10, -2.89)  0.3851
C (-4.52, -2.72, -1.84)  -1.0521
C (-4.28, -2.36, -3.30)  -1.6328
C (-2.78, -2.24, -3.67)  2.8292
C (-2.64, -1.91, -5.17)  -1.5186
C (-1.19, -1.70, -5.57)  -0.9057
C (-2.15, -3.59, -3.40)  -0.4583
O (-2.36, -4.57, -4.07)  -0.6504
N (-1.35, -3.66, -2.28)  0.4635
C (-0.94, -2.57, -1.54)  -0.0343
O (-0.20, -2.72, -0.56)  -0.6466
N (-1.28, -1.34, -1.90)  1.5015
C (-2.19, -1.07, -2.87)  -1.0752
O (-2.53, 0.07, -3.08)  -0.6086
H (-5.59, -2.65, -1.62)  0.4864
H (-3.99, -2.05, -1.16)  -0.0014
H (-4.21, -3.74, -1.63)  0.3860
H (-4.75, -1.40, -3.53)  0.4025
H (-4.72, -3.13, -3.95)  0.5993
H (-3.21, -1.00, -5.37)  0.4633
H (-3.07, -2.74, -5.74)  0.5228
H (-0.73, -0.92, -4.97)  0.0874
H (-1.13, -1.40, -6.62)  0.5336
H (-0.62, -2.61, -5.44)  0.1817
H (-0.97, -4.57, -2.03)  0.3675
C (4.17, 6.29, 5.26)  -1.3885
C (3.38, 5.15, 4.65)  -0.3091
S (3.89, 3.62, 5.51)  1.3535
O (3.45, 3.69, 6.87)  -0.6916
O (5.28, 3.41, 5.24)  -0.6601
C (2.95, 2.30, 4.65)  -0.0507
C (3.67, 2.01, 3.35)  -1.7751
N (2.92, 1.08, 2.53)  0.5548
C (1.93, 1.40, 1.67)  0.5745
N (1.43, 0.32, 1.08)  0.9726
C (2.13, -0.74, 1.55)  -1.4073
C (3.06, -0.29, 2.47)  -0.0241
N (3.90, -1.09, 3.27)  1.2625
O (4.42, -0.58, 4.25)  -0.6729
O (4.03, -2.25, 2.93)  -0.6639
C (1.42, 2.77, 1.42)  -1.5583
H (3.95, 7.23, 4.76)  0.3936
H (5.23, 6.08, 5.17)  0.3694
H (3.92, 6.39, 6.31)  0.3621
H (3.61, 5.03, 3.60)  0.2790
H (2.31, 5.27, 4.80)  0.4173
H (1.94, 2.65, 4.50)  0.1947
H (2.95, 1.43, 5.30)  0.3011
H (4.65, 1.59, 3.58)  0.4202
H (3.81, 2.93, 2.78)  0.4953
H (1.93, -1.74, 1.24)  0.5753
H (2.23, 3.50, 1.34)  0.7902
H (0.75, 3.08, 2.22)  0.1785
H (0.86, 2.74, 0.49)  -0.2167

---

Entry from the OMol25 dataset: a cluster of 2 separate species, C25H23F2OS in total in a non-equilibrium geometry (the ωB97M-V functional and the def2-TZVPD basis).

Computed properties:
Frontier orbital gap ... 4.6 eV
Total charge ... +1
Total energy ... -44606.8655 eV
Multiplicity ... 1

Each line ends with the Mulliken charge.
Element x y z (Å)
F (-3.79, 2.79, 2.06)  -0.3140
C (-3.74, 1.42, 2.15)  0.2107
C (-4.92, 0.70, 2.10)  -0.4815
C (-4.83, -0.70, 2.21)  -0.5843
C (-3.60, -1.34, 2.33)  -0.4286
C (-2.39, -0.59, 2.32)  0.8727
C (-1.11, -1.22, 2.34)  -0.1413
C (0.09, -0.57, 2.08)  -0.2777
C (1.32, -1.23, 2.16)  -0.3565
C (2.60, -0.61, 2.06)  1.0140
C (2.72, 0.81, 2.03)  -0.7147
C (3.98, 1.39, 1.95)  0.3199
F (4.06, 2.76, 1.91)  -0.2914
C (5.16, 0.65, 1.90)  -0.5698
C (5.04, -0.75, 1.93)  -0.4337
C (3.80, -1.38, 2.00)  -0.6512
C (-2.49, 0.83, 2.29)  -0.6685
H (-5.86, 1.22, 2.01)  0.4818
H (-5.74, -1.29, 2.19)  0.4133
H (-3.53, -2.43, 2.42)  0.3873
H (-1.06, -2.29, 2.54)  0.1283
H (0.07, 0.48, 1.78)  0.4042
H (1.27, -2.31, 2.32)  0.3535
H (1.83, 1.43, 2.10)  0.4805
H (6.11, 1.16, 1.85)  0.4611
H (5.95, -1.35, 1.89)  0.3875
H (3.72, -2.47, 2.03)  0.3736
H (-1.60, 1.44, 2.37)  0.5370
C (-0.37, -5.38, 7.10)  -1.0697
S (-0.38, -4.16, 5.72)  0.3512
C (-0.66, -5.26, 4.27)  -0.9334
C (-1.91, -3.41, 5.91)  -1.0962
C (-2.02, -1.99, 5.90)  1.0442
C (-3.34, -1.36, 6.34)  0.6735
C (-4.55, -2.07, 6.49)  -0.2026
C (-5.74, -1.39, 6.77)  -0.7733
C (-5.74, 0.00, 6.94)  -0.4395
C (-4.53, 0.70, 6.83)  -0.5694
C (-3.35, 0.03, 6.53)  -0.3350
O (-1.08, -1.27, 5.49)  -0.7793
H (0.56, -5.97, 7.02)  0.4059
H (-0.41, -4.82, 8.04)  0.3770
H (-1.24, -6.04, 7.02)  0.3368
H (0.28, -5.79, 4.10)  0.3948
H (-1.48, -5.96, 4.49)  0.3844
H (-0.93, -4.62, 3.41)  0.2249
H (-2.79, -4.04, 6.01)  0.1926
H (-4.55, -3.15, 6.37)  0.2739
H (-6.66, -1.97, 6.87)  0.3975
H (-6.68, 0.52, 7.15)  0.4120
H (-4.50, 1.78, 6.97)  0.3967
H (-2.42, 0.59, 6.45)  0.4207

---

Entry from the OMol25 dataset: a structure of composition C18H27N2NiO5P2S in a non-equilibrium geometry (the ωB97M-V functional and the def2-TZVPD basis).

Computed properties:
Frontier orbital gap (spin up / spin down) ... 7.2 / 7.6 eV
Total charge ... +1
Total energy ... -102772.5388 eV
Multiplicity ... 3

Each line ends with the Mulliken spin population.
Element x y z (Å)
Ni (0.21, 0.22, -0.55)  1.4380
P (-1.28, 1.75, -0.72)  0.1094
C (-1.26, 1.91, -2.54)  0.0162
C (0.17, 1.76, -2.98)  -0.0219
N (0.96, 1.00, -2.18)  0.0787
C (2.26, 0.80, -2.51)  -0.0093
C (2.81, 1.39, -3.65)  0.0039
C (2.01, 2.17, -4.48)  -0.0039
C (0.67, 2.34, -4.14)  0.0042
C (3.08, -0.10, -1.60)  0.0123
P (1.91, -1.05, -0.58)  0.0828
H (-0.01, 2.94, -4.75)  0.0000
H (3.87, 1.21, -3.84)  0.0002
H (2.43, 2.64, -5.37)  -0.0002
H (3.71, -0.80, -2.17)  0.0024
H (3.70, 0.50, -0.92)  -0.0021
H (-1.88, 1.05, -2.88)  0.0001
H (-1.68, 2.88, -2.81)  0.0036
H (-1.67, -3.04, -1.99)  0.0000
O (-1.92, -2.27, -2.59)  -0.0004
H (-2.44, -2.68, -3.31)  0.0000
H (-0.91, -3.47, 0.09)  -0.0007
O (-0.98, -3.95, -0.79)  0.0003
H (-0.80, -4.89, -0.61)  0.0000
C (1.56, -2.54, -1.53)  0.0174
H (2.51, -3.04, -1.75)  0.0045
H (0.88, -3.20, -0.97)  -0.0018
H (1.03, -2.25, -2.44)  -0.0005
C (2.71, -1.47, 0.97)  0.0039
H (2.03, -2.12, 1.52)  -0.0007
H (3.66, -1.98, 0.76)  0.0087
H (2.89, -0.55, 1.55)  -0.0016
C (-0.73, 3.33, -0.03)  0.0018
H (-1.33, 4.15, -0.43)  0.0042
H (-0.82, 3.28, 1.07)  -0.0007
H (0.33, 3.48, -0.27)  0.0019
C (-3.00, 1.48, -0.26)  0.0067
H (-3.05, 1.33, 0.82)  -0.0007
H (-3.61, 2.34, -0.56)  0.0091
H (-3.34, 0.56, -0.76)  -0.0022
O (1.17, 1.57, 2.13)  0.0338
C (0.30, 0.71, 2.28)  0.0033
N (-0.24, -0.04, 1.24)  0.1697
S (-1.24, -1.32, 1.69)  0.0007
O (-2.56, -1.24, 1.09)  0.0015
O (-0.54, -2.59, 1.55)  0.0034
C (-1.21, -0.77, 3.36)  0.0070
C (-1.96, -1.30, 4.40)  -0.0020
C (-1.79, -0.74, 5.67)  0.0043
C (-0.89, 0.32, 5.87)  0.0009
C (-0.15, 0.84, 4.81)  0.0011
C (-0.34, 0.29, 3.54)  0.0128
H (-2.65, -2.12, 4.22)  0.0001
H (-2.37, -1.13, 6.51)  0.0002
H (-0.78, 0.73, 6.87)  0.0000
H (0.56, 1.66, 4.95)  0.0000

---

Entry from the OMol25 dataset: a structure of composition C18H25F3N4O6RhS2SbSe4Si (the ωB97M-V functional and the def2-TZVPD basis).

Computed properties:
Frontier orbital gap (spin up / spin down) ... 5.3 / 5.3 eV
Total charge ... -2
Total energy ... -345952.0474 eV
Multiplicity ... 5

Each line ends with the Mulliken spin population.
Element x y z (Å)
Rh (-1.49, -1.28, 1.99)  1.0450
Se (-3.02, -3.49, 6.80)  0.2259
Sb (-1.40, -2.15, 5.56)  0.2137
Se (-3.25, -0.73, 3.43)  1.1019
Se (-1.13, -3.23, 3.19)  0.7392
Se (0.95, -2.69, 6.17)  0.4492
C (-3.19, -2.57, -3.39)  0.0138
Si (-3.79, -0.82, -3.08)  -0.0097
C (-3.40, 0.17, -4.64)  -0.0002
C (-5.65, -0.86, -2.83)  0.0016
C (-3.01, 0.10, -1.64)  -0.0315
C (-2.73, 1.45, -1.79)  0.0096
C (-2.12, 2.19, -0.78)  0.0047
C (-1.80, 1.53, 0.39)  -0.0154
N (-2.09, 0.24, 0.57)  -0.0117
C (-2.68, -0.49, -0.40)  0.0267
S (-2.90, -2.14, 0.03)  0.2111
H (-3.52, -2.88, -4.38)  0.0001
H (-3.58, -3.26, -2.64)  -0.0012
H (-2.10, -2.63, -3.35)  0.0005
H (-3.59, -0.44, -5.52)  0.0002
H (-2.34, 0.46, -4.66)  0.0000
H (-4.00, 1.08, -4.72)  0.0000
H (-6.16, -1.34, -3.67)  0.0000
H (-6.06, 0.14, -2.71)  0.0004
H (-5.88, -1.43, -1.92)  0.0011
H (-2.96, 1.95, -2.73)  0.0000
H (-1.89, 3.24, -0.90)  0.0004
H (-1.31, 2.02, 1.22)  0.0132
C (2.54, 3.75, -1.25)  0.0000
C (2.76, 2.76, -0.12)  -0.0001
S (4.10, 1.67, -0.54)  -0.0001
O (3.77, 1.01, -1.78)  0.0000
O (5.34, 2.41, -0.45)  0.0000
C (4.12, 0.43, 0.78)  0.0005
C (3.92, -0.99, 0.27)  -0.0010
N (2.51, -1.32, 0.11)  -0.0044
C (1.67, -1.50, 1.16)  -0.0375
N (0.41, -1.53, 0.75)  0.0476
C (0.42, -1.39, -0.60)  -0.0033
C (1.71, -1.26, -1.02)  -0.0051
N (2.18, -1.33, -2.36)  0.0000
O (3.31, -1.73, -2.57)  0.0000
O (1.38, -1.01, -3.23)  -0.0001
C (2.15, -1.75, 2.54)  0.0200
H (1.70, 4.39, -1.00)  0.0000
H (2.32, 3.23, -2.18)  0.0000
H (3.42, 4.37, -1.40)  0.0000
H (1.89, 2.13, 0.08)  0.0002
H (3.05, 3.24, 0.82)  0.0000
H (3.34, 0.72, 1.50)  -0.0005
H (5.10, 0.55, 1.24)  0.0002
H (4.35, -1.69, 0.98)  0.0003
H (4.41, -1.13, -0.69)  0.0003
H (-0.46, -1.44, -1.21)  -0.0037
H (2.71, -2.69, 2.57)  0.0064
H (1.31, -1.84, 3.23)  -0.0147
H (2.80, -0.96, 2.90)  0.0077
F (2.66, 1.54, 4.62)  0.0004
C (1.34, 1.79, 4.49)  -0.0006
F (0.75, 1.43, 5.63)  -0.0002
F (1.21, 3.14, 4.40)  0.0000
C (0.76, 1.10, 3.22)  -0.0145
O (1.33, 1.46, 2.17)  0.0042
O (-0.17, 0.31, 3.40)  0.0092

---

Computed energy relative to the best compared isomer or geometry (same formula, charge and spin) (eV) in order:
4.664; 0.524; 0.062; 0.000; 0.645